1.
ORCA calculation (the ωB97M-V functional and the def2-TZVPD basis) on 13 unconnected molecules or ions with the total composition C4H35NO14.

Structure (XYZ):
```
54
Properties=species:S:1:pos:R:3:lowdin_charge:R:1
C 0.71 -0.15 -0.34 -0.2063
C 1.18 -1.45 -0.99 -0.1584
C 2.30 -2.18 -0.25 -0.2209
O 1.85 -2.70 1.01 -0.1044
N 1.01 0.99 -1.21 -0.0526
C 0.53 2.29 -0.80 -0.2272
O 0.18 3.07 -1.97 -0.0731
H -0.36 -0.17 -0.15 0.1108
H 1.12 -0.05 0.66 0.0907
H 1.52 -1.25 -2.02 0.1206
H 0.35 -2.13 -1.13 0.0959
H 2.64 -3.04 -0.82 0.1186
H 3.16 -1.52 -0.10 0.1118
H 2.08 -2.05 1.72 0.0542
H 2.01 1.04 -1.42 0.0727
H -0.37 2.22 -0.20 0.1014
H 1.31 2.87 -0.29 0.1268
H 0.91 3.02 -2.59 0.1002
H -0.56 0.03 -2.47 0.0223
H -1.92 0.12 -3.12 0.0303
O -1.32 -0.52 -2.73 -0.0510
H 3.10 1.13 0.48 0.0340
H 4.08 1.62 1.55 0.0810
O 3.84 0.84 1.04 -0.0450
H -1.14 -2.35 2.61 0.0173
H -2.40 -1.59 2.92 0.0135
O -1.54 -1.82 3.34 -0.0871
H 2.98 -0.21 2.34 0.0195
H 1.59 -0.34 3.05 0.0188
O 2.42 -0.84 2.86 -0.0693
H -2.60 2.56 0.37 -0.0011
H -2.67 2.07 1.79 0.0405
O -2.10 2.62 1.22 -0.0904
H -2.12 -1.46 -1.35 0.0195
H -1.82 -2.44 -0.17 0.0073
O -2.55 -1.96 -0.61 -0.0920
H -0.55 -0.36 3.33 0.0182
H -0.66 0.95 2.53 0.0399
O -0.02 0.42 3.05 -0.0839
H -3.31 -1.33 0.82 0.0030
H -4.59 -1.18 1.68 0.0619
O -3.64 -1.00 1.69 -0.0820
H 4.68 1.06 -1.16 0.0407
H 4.28 1.37 -2.60 0.0480
O 4.02 1.51 -1.70 -0.0452
H 0.24 -2.98 1.02 0.0271
H -0.78 -4.15 1.13 0.0888
O -0.73 -3.19 1.04 -0.0704
H -1.27 2.44 -2.72 0.0309
H -2.42 2.90 -3.72 0.0708
O -2.11 2.18 -3.18 -0.0646
H -3.76 1.06 -0.73 0.0435
H -3.12 2.04 -1.76 0.0045
O -3.68 1.99 -0.95 -0.0601
```

Output
- DFT total energy: -1281.57700 Ha
- Multiplicity: 1
- Relative energy (zero: lowest compared OMol25 entry of this formula, charge and spin): 76.6 kJ/mol
- Total charge: 0



2.
ORCA calculation (the ωB97M-V functional and the def2-TZVPD basis) on 15 unconnected molecules or ions with the total composition C4H36NO16.

Structure (XYZ):
```
57
Properties=species:S:1:pos:R:3:lowdin_charge:R:1
O -0.56 0.57 -2.55 -0.0802
C 0.11 -0.40 -2.16 -0.2802
N 0.03 -0.80 -0.89 0.0845
C 0.79 -1.85 -0.22 -0.1458
C 2.13 -1.26 0.27 -0.1509
C 2.04 -0.39 1.56 -0.2352
O 2.58 0.88 1.19 -0.0852
H 0.75 -0.96 -2.84 0.1561
H -0.47 -0.20 -0.24 0.1058
H 1.02 -2.77 -0.74 0.1171
H 0.15 -2.08 0.63 0.0961
H 2.85 -2.06 0.48 0.1057
H 2.55 -0.63 -0.50 0.0672
H 1.00 -0.41 1.97 0.0827
H 2.63 -0.85 2.37 0.1082
H -3.52 -2.67 0.91 0.0034
H -3.21 -1.71 -0.28 0.0259
O -3.73 -1.80 0.52 -0.0571
H -2.94 3.62 -1.05 0.0230
H -3.31 2.59 0.12 -0.0213
O -3.60 3.34 -0.42 -0.0696
H -2.86 0.23 1.15 0.0243
H -4.29 0.45 1.28 0.0712
O -3.54 0.86 0.84 -0.0779
H -2.06 -4.49 0.34 0.0330
H -2.29 -3.91 1.78 -0.0040
O -2.74 -4.36 1.01 -0.0989
H 5.06 -0.68 -1.29 0.0354
H 4.04 0.42 -1.48 0.0287
O 4.19 -0.52 -1.67 -0.0653
H -0.30 2.00 2.90 0.0086
H 0.61 2.13 4.21 0.0361
O -0.23 1.82 3.86 -0.0566
H -1.53 1.14 -4.42 0.0139
H -0.35 1.96 -4.32 -0.0001
O -0.99 1.71 -4.99 -0.0709
H -2.53 0.70 -2.26 -0.0064
H -3.35 0.24 -1.06 -0.0156
O -3.43 0.46 -2.00 -0.0696
H 2.60 2.04 -2.28 -0.0014
H 2.05 2.15 -3.73 0.0136
O 2.84 2.22 -3.20 -0.0698
H 0.32 2.27 -1.91 0.0124
H 0.90 1.93 -0.51 0.0022
O 0.98 2.55 -1.26 -0.0731
H 2.17 1.61 1.67 0.0867
H -1.25 1.94 0.55 0.0376
O -0.42 1.64 0.93 -0.1314
H 4.65 -1.01 1.28 0.0157
H 4.85 0.26 0.75 0.0301
O 5.43 -0.49 1.00 -0.0649
H -0.75 0.00 2.99 -0.0038
H -0.72 0.74 1.38 -0.0205
O -0.95 -0.48 2.17 -0.3140
H -0.57 -3.09 2.87 0.0207
H -1.34 -1.78 2.50 -0.0091
O -1.49 -2.82 2.80 -0.1673
```

Output
- DFT total energy: -1432.68498 Ha
- Multiplicity: 1
- Relative energy (zero: lowest compared OMol25 entry of this formula, charge and spin): 295.6 kJ/mol
- Total charge: -1



3.
ORCA calculation (the ωB97M-V functional and the def2-TZVPD basis) on 14 unconnected molecules or ions with the total composition C4H37N2O13S.

Structure (XYZ):
```
57
Properties=species:S:1:pos:R:3:lowdin_charge:R:1
C -0.45 -0.27 0.09 -0.1191
N 0.96 -0.25 -0.26 -0.0695
C 1.14 -0.46 -1.70 -0.3644
C 0.56 0.75 -2.51 -0.4744
S -0.10 0.19 -4.15 0.7029
C 2.70 -0.38 -1.92 -0.2383
N 3.16 -1.37 -2.87 0.0080
H -0.81 -1.29 -0.03 0.0453
H -0.85 0.03 1.05 0.0685
H -1.04 0.27 -0.67 0.0593
H 1.52 0.53 0.07 0.0961
H 0.67 -1.40 -1.97 0.1327
H 1.32 1.45 -2.82 0.0430
H -0.28 1.18 -1.97 0.0421
H 3.16 -0.36 -0.91 0.1085
H 2.96 0.60 -2.31 0.1016
H 3.15 -2.29 -2.46 0.0692
H 4.02 -1.14 -3.35 0.0604
H -3.18 2.26 -0.42 0.0275
H -1.64 3.54 1.58 0.0615
O -1.31 2.74 1.17 -0.0754
H -1.29 -2.96 0.26 -0.0187
H -0.47 -3.83 1.12 0.0204
O -0.91 -3.84 0.25 -0.0829
H -3.41 1.08 2.85 0.0329
H -2.65 2.02 1.93 -0.0022
O -3.57 1.67 2.10 -0.0951
H 0.79 0.91 2.96 0.0035
H 0.57 -0.83 4.31 0.0093
O 0.80 -0.63 3.40 -0.3245
H -4.16 0.91 -2.67 0.0038
H -2.65 0.89 -3.32 -0.0306
O -3.58 0.68 -3.39 -0.0705
H -4.05 1.46 0.42 0.0157
H 0.48 -1.01 -4.14 -0.1558
O -3.94 1.66 -0.54 -0.0927
H 4.46 0.07 2.68 0.0259
H 3.04 -0.31 2.41 -0.0026
O 3.56 0.41 2.78 -0.0732
H -0.60 2.34 1.75 0.0106
H 0.27 2.44 3.29 0.0500
O 0.75 1.88 2.68 -0.0909
H -0.65 -0.46 3.27 -0.0172
H -2.14 -0.74 2.72 0.0040
O -1.68 -0.18 3.34 -0.1635
H 2.66 -2.82 1.35 -0.0057
H 3.98 -3.59 1.60 0.0233
O 3.64 -2.70 1.42 -0.0948
H -3.12 -0.56 0.05 0.0117
H -3.48 -0.70 -1.45 0.0109
O -3.16 -1.18 -0.68 -0.0539
H 1.04 3.89 0.28 0.0216
H 1.90 2.77 0.80 0.0118
O 1.75 3.30 0.00 -0.0707
H 0.75 -1.74 2.22 0.0115
H 1.01 -2.20 0.80 0.0187
O 0.96 -2.57 1.69 -0.1255
```

Output
- DFT total energy: -1660.46909 Ha
- Multiplicity: 1
- Relative energy (zero: lowest compared OMol25 entry of this formula, charge and spin): 185.1 kJ/mol
- Total charge: -1



4.
ORCA calculation (the ωB97M-V functional and the def2-TZVPD basis) on 15 unconnected molecules or ions with the total composition C4H37NO14.

Structure (XYZ):
```
56
Properties=species:S:1:pos:R:3:lowdin_charge:R:1
C 2.05 0.52 0.79 -0.2357
C 0.69 1.24 1.09 -0.1670
C -0.60 0.88 0.41 -0.1591
C -1.77 0.97 1.03 -0.0223
N 3.11 1.34 1.43 0.0335
H 2.16 0.40 -0.25 0.0922
H 1.96 -0.49 1.14 0.0574
H 0.93 2.27 0.85 0.0576
H 0.47 1.15 2.17 0.1027
H -0.65 0.72 -0.66 0.0919
H -1.84 1.24 2.05 0.0466
H -2.76 0.91 0.66 0.0558
H 3.74 0.71 1.87 0.0405
H 3.78 1.67 0.73 0.0697
H 2.86 -1.34 3.28 0.0733
H 1.43 -1.53 2.45 -0.0021
O 1.92 -1.14 3.17 -0.0378
H 1.60 -2.09 -1.93 0.0435
H 0.34 -2.74 -1.32 0.0212
O 0.81 -2.64 -2.14 -0.0551
H 0.30 0.09 3.97 0.0273
H -1.12 0.55 4.45 0.0663
O -0.63 -0.12 3.97 -0.0387
H -0.60 2.86 -2.82 0.0491
H -0.60 1.21 -3.03 0.0012
O -0.79 1.98 -2.49 -0.0683
H -0.76 3.95 -0.98 0.0019
H -1.92 2.84 -0.71 0.0241
O -1.64 3.75 -0.72 -0.0358
H 2.39 -2.86 -0.29 0.0176
H 3.23 -2.99 -1.49 0.0398
O 3.12 -2.36 -0.77 -0.0984
H -1.30 -1.46 1.32 0.0339
H -0.66 -1.45 2.73 0.0489
O -0.64 -1.90 1.86 -0.0332
H -3.52 -2.88 -2.68 0.0614
H -2.72 -2.38 -1.43 0.0010
O -2.67 -2.93 -2.23 -0.0689
H 2.00 3.65 -0.54 0.0588
H 0.76 2.85 -0.20 -0.0397
O 1.23 3.23 -0.94 -0.0422
H -1.80 -1.43 -2.94 0.0145
H -0.44 -1.88 -3.17 0.0008
O -1.07 -1.25 -3.56 -0.0891
H 0.37 -2.74 1.15 0.0022
H 0.50 -4.19 0.54 0.0641
O 1.01 -3.38 0.66 -0.0945
H -1.56 3.90 1.08 -0.0142
H -0.30 4.23 1.89 0.0300
O -1.22 3.96 1.98 -0.0707
H -4.41 -2.56 0.46 0.0787
H -3.56 -1.30 0.18 0.0395
O -3.61 -2.24 0.03 -0.0297
H 1.34 1.07 -4.03 0.0434
H 0.41 -0.28 -3.74 -0.0147
O 0.67 0.44 -4.32 -0.0731
```

Output
- DFT total energy: -1282.61352 Ha
- Multiplicity: 1
- Relative energy (zero: lowest compared OMol25 entry of this formula, charge and spin): 496.5 kJ/mol
- Total charge: 0



5.
ORCA calculation (the ωB97M-V functional and the def2-TZVPD basis) on 14 unconnected molecules or ions with the total composition C4H37NO15.

Structure (XYZ):
```
57
Properties=species:S:1:pos:R:3:lowdin_charge:R:1
C 2.98 0.73 -1.94 -0.0548
C 3.42 -0.49 -1.05 -0.1270
C 2.60 -1.71 -1.22 -0.2237
O 1.20 -1.55 -0.98 -0.0613
N 2.04 1.73 -1.22 0.2201
C 2.45 2.49 -0.17 -0.1932
O 2.20 1.82 1.13 -0.0515
H 3.88 1.16 -2.26 0.1249
H 2.58 0.41 -2.86 0.1246
H 3.31 0.10 -0.05 0.1204
H 4.52 -0.78 -1.35 0.1744
H 2.63 -2.16 -2.31 0.1789
H 2.93 -2.48 -0.47 0.1403
H 0.95 -0.80 -0.53 0.0244
H 1.17 1.91 -1.73 0.1893
H 3.54 2.68 0.00 0.1763
H 1.89 3.51 -0.10 0.1608
H 1.24 1.74 1.23 0.0388
H -2.32 -0.97 4.61 0.0316
H -2.10 -1.83 3.35 0.0440
O -1.60 -1.22 4.02 -0.1130
H 0.28 -2.46 -2.34 -0.1019
H -0.70 -2.05 -3.36 0.0665
O -0.05 -2.84 -3.08 -0.0640
H -0.50 -0.61 1.82 0.0252
H 0.79 -0.08 2.07 0.0344
O 0.02 0.11 1.51 -0.0319
H 2.61 0.16 2.29 -0.0771
H 3.84 -0.45 2.57 0.1080
O 2.89 -0.67 2.40 -0.0024
H -3.45 0.96 3.42 0.0110
H -1.91 0.94 3.58 0.0736
O -2.68 0.80 2.96 -0.0495
H -2.14 0.71 -0.71 -0.0065
H -3.22 0.25 -1.17 0.0583
O -2.43 0.55 -1.57 -0.0241
H -3.09 2.39 -2.83 0.0540
H -1.64 2.55 -2.35 0.0083
O -2.18 2.25 -3.07 -0.0615
H -3.33 3.33 0.92 0.0728
H -1.90 2.47 0.74 0.0462
O -2.77 2.80 0.28 -0.1234
H -3.35 -3.79 -0.75 -0.0476
H -1.96 -3.80 -1.27 0.0303
O -2.69 -3.28 -0.98 0.0356
H 0.43 4.06 0.84 -0.0046
H 0.06 3.16 2.06 0.1148
O -0.34 3.79 1.33 -0.0548
H 2.00 -2.62 2.01 0.0891
H 1.17 -2.85 0.82 -0.0305
O 1.03 -2.95 1.75 -0.0772
H -2.41 -2.68 1.43 0.1045
H -3.16 -1.28 2.14 -0.0235
O -3.15 -2.19 1.95 -0.0586
H -1.77 0.30 -4.25 0.0573
H -2.07 -0.61 -3.16 0.0191
O -1.75 -0.69 -4.09 -0.0947
```

Output
- <S²>: 0.7565
- DFT total energy: -1357.43015 Ha
- Multiplicity: 2
- Relative energy (zero: lowest compared OMol25 entry of this formula, charge and spin): 273.8 kJ/mol
- Total charge: +1



6.
ORCA calculation (the ωB97M-V functional and the def2-TZVPD basis) on a molecular structure, C4H38N2O13.

Structure (XYZ):
```
57
Properties=species:S:1:pos:R:3:lowdin_charge:R:1
C -1.16 -1.44 0.15 -0.2064
N -0.02 -2.28 -0.23 -0.0276
C -0.61 -0.10 0.69 -0.1880
C -0.72 -0.11 2.21 -0.2043
C -2.10 0.08 2.86 -0.2511
N -2.73 1.32 2.45 0.0060
H -1.63 -1.86 1.04 0.0706
H -1.79 -1.46 -0.75 0.0969
H 0.82 -2.09 0.29 0.0199
H 0.28 -2.41 -1.19 -0.0378
H -1.21 0.72 0.28 0.0618
H 0.44 0.02 0.45 0.0721
H -0.09 0.74 2.54 0.0819
H -0.22 -1.00 2.60 0.1092
H -2.64 -0.80 2.51 0.1055
H -1.98 0.00 3.95 0.1119
H -2.34 2.16 2.82 0.0701
H -3.69 1.32 2.78 0.0754
H -0.90 -0.59 -3.98 0.0359
H -0.86 -1.49 -2.80 0.0259
O -1.47 -1.09 -3.43 -0.0235
H 0.87 -0.06 -1.79 0.0459
H 0.23 1.26 -1.81 0.0199
O 0.53 0.60 -2.43 -0.0396
H -0.47 -3.30 2.09 -0.0104
H -1.60 -4.26 2.55 0.0466
O -0.98 -3.58 2.84 -0.0573
H -1.81 1.41 -1.30 -0.0010
H -1.29 2.84 -1.56 0.0612
O -1.24 2.15 -0.93 -0.1124
H 2.02 -0.52 1.31 0.0069
H 3.40 -1.35 1.15 0.0700
O 2.46 -1.32 1.00 -0.0359
H 0.44 3.87 0.78 0.0466
H -0.49 2.61 0.80 0.0130
O -0.07 3.30 1.36 -0.0678
H -4.06 0.65 1.02 0.0346
H -5.01 0.43 -0.18 0.0746
O -4.20 0.09 0.23 -0.0377
H 1.66 2.27 1.34 0.0413
H 1.88 1.52 2.67 0.0753
O 2.00 1.42 1.71 -0.0742
H 4.52 -1.77 -2.57 0.0659
H 3.94 -0.37 -2.37 0.0211
O 4.08 -1.22 -1.91 -0.0597
H -2.61 -0.16 -2.36 0.0194
H -3.36 0.46 -1.08 -0.0005
O -3.00 0.65 -1.99 -0.0798
H 1.97 1.19 -2.98 -0.0067
H 3.18 1.78 -2.40 0.0079
O 2.93 1.31 -3.20 -0.0879
H 1.85 -1.76 -0.74 0.0435
H 2.25 -2.18 -2.02 0.0831
O 1.41 -1.91 -1.60 -0.0963
H 4.79 0.77 -0.55 0.0217
H 3.80 1.79 0.10 0.0090
O 4.60 1.71 -0.44 -0.0446
```

Output
- DFT total energy: -1262.73221 Ha
- Multiplicity: 1
- Relative energy (zero: lowest compared OMol25 entry of this formula, charge and spin): 339.9 kJ/mol
- Total charge: 0



7.
ORCA calculation (the ωB97M-V functional and the def2-TZVPD basis) on 16 unconnected molecules or ions with the total composition C4H39O16.

Structure (XYZ):
```
59
Properties=species:S:1:pos:R:3:lowdin_charge:R:1
C 0.64 -2.42 1.51 -0.2184
O 0.25 -1.55 0.47 -0.1575
C 2.13 -2.15 2.01 -0.1774
C 3.34 -2.08 1.05 -0.2430
C 3.13 -1.16 -0.18 -0.1091
H -0.06 -2.29 2.33 0.1038
H 0.65 -3.45 1.11 0.1261
H 2.48 -2.86 2.77 0.0932
H 1.99 -1.20 2.58 0.0998
H 3.67 -3.06 0.72 0.0930
H 4.14 -1.59 1.67 0.1063
H 4.00 -1.23 -0.83 0.0680
H 2.66 -0.20 0.10 0.0657
H 2.34 -1.56 -0.82 0.0486
H -1.69 0.96 0.86 0.0466
H -2.66 2.06 -0.11 0.0635
O -1.88 1.50 -0.13 -0.1833
H 2.67 2.69 -2.56 0.0197
H 2.91 2.13 -1.19 -0.0007
O 3.07 1.90 -2.16 -0.1259
H 1.80 2.38 3.21 0.0480
H 1.27 1.19 2.48 0.0143
O 2.05 1.77 2.50 -0.0607
H 0.39 -1.89 -2.87 -0.0079
H -0.06 -3.09 -2.01 -0.0031
O 0.63 -2.83 -2.65 -0.1097
H -2.34 0.43 -1.61 0.0025
H -1.59 -0.45 -2.66 -0.0156
O -2.33 -0.44 -2.05 -0.0836
H -0.95 -2.30 -0.43 0.0234
H -2.15 -2.45 -1.41 0.0351
O -1.44 -2.96 -1.01 -0.0992
H -2.68 -1.22 0.58 0.0098
H -2.65 -2.67 0.55 0.0184
O -3.01 -1.96 1.12 -0.0779
H -3.15 1.48 3.66 0.0052
H -4.29 0.52 3.22 0.0350
O -4.09 1.31 3.74 -0.0522
H 0.42 0.24 -2.05 0.0883
H 0.71 -0.13 -3.41 0.1060
O -0.02 -0.24 -2.77 -0.0441
H -1.39 -3.13 -4.67 0.0293
H 0.10 -2.76 -4.49 -0.0015
O -0.67 -2.64 -5.07 -0.0828
H 1.27 3.26 0.20 0.0184
H 2.52 2.65 0.86 0.0142
O 2.23 3.09 0.05 -0.0804
H -1.04 2.59 3.95 0.0496
H -0.43 1.46 2.91 -0.0032
O -0.29 2.30 3.43 -0.0988
H -0.51 2.37 -1.95 0.0054
H -0.77 3.57 -1.19 -0.0121
O -0.64 3.32 -2.10 -0.0518
H -1.03 2.65 0.48 0.0070
H -0.22 3.20 1.76 -0.0047
O -0.51 3.46 0.88 -0.1273
H -1.64 -0.31 2.34 -0.0028
H 0.02 -0.60 0.71 0.0826
O -1.03 0.24 1.84 -0.2921
```

Output
- DFT total energy: -1379.71532 Ha
- Multiplicity: 1
- Total charge: -1